# 1
Entry from the Open Molecules 2025 dataset: a structure of composition C16H15NO3S6V (ωB97M-V/def2-TZVPD).

Structure (XYZ):
```
42
Properties=species:S:1:pos:R:3:mulliken_spin:R:1
V -1.443 1.305 -0.713 2.962
S -1.305 0.969 1.622 -0.027
S -4.360 5.282 -1.350 0.003
S -7.277 5.769 -1.837 -0.001
S -1.789 3.691 -0.992 -0.004
S -6.017 3.072 -1.558 0.003
S -3.825 1.007 -1.249 -0.008
O 2.719 1.553 -0.661 0.018
O -1.220 -0.821 -1.229 -0.021
O 0.513 1.510 -0.851 -0.011
N -0.850 -3.029 -1.373 0.006
C 0.334 1.327 2.154 0.006
C 2.859 1.849 3.388 0.009
C 1.494 1.566 1.373 0.028
C 1.442 -3.922 -1.920 0.001
C -3.527 3.761 -1.204 0.012
C -5.953 4.755 -1.532 -0.001
C 1.917 -1.697 -0.711 0.008
C 0.521 1.344 3.566 0.005
C -0.573 -1.792 -0.873 0.027
C 2.717 1.820 2.015 -0.005
C 0.592 -1.663 0.064 0.013
C 1.728 1.597 4.172 0.000
C 2.392 -3.112 -1.034 -0.001
C 0.064 -4.160 -1.302 -0.001
C -4.347 2.682 -1.306 0.006
C 1.592 1.529 -0.161 -0.016
H 0.187 -4.469 -0.260 0.000
H 1.805 -1.110 -1.627 -0.001
H 2.670 -1.170 -0.125 0.001
H 3.374 -3.069 -1.513 0.000
H 1.892 -4.896 -2.136 -0.001
H 2.531 -3.659 -0.091 0.000
H 1.792 1.602 5.257 0.000
H 0.455 -0.728 0.599 -0.014
H -0.359 1.151 4.171 0.000
H 1.303 -3.417 -2.884 0.000
H -1.559 -3.023 -2.091 0.000
H 0.562 -2.469 0.806 0.001
H -0.436 -4.985 -1.809 0.000
H 3.821 2.058 3.840 0.002
H 3.566 1.992 1.366 0.000
```

Multiplicity   4
Total charge   -2
E_HOMO (alpha / beta)   -0.49 / -1.00 eV
Relative energy (zero: lowest compared OMol25 entry of this formula, charge and spin)   24.12 kJ/mol

# 2
Entry from the Open Molecules 2025 dataset: an isolated molecule of C16H15NO4 (ωB97M-V/def2-TZVPD).

Structure (XYZ):
```
36
Properties=species:S:1:pos:R:3:mulliken_charge:R:1
O -1.337 0.628 3.052 -0.451
O -0.566 3.564 2.961 -0.436
O 1.447 1.113 -2.840 -0.591
O 1.445 2.607 3.397 -0.575
N 0.200 0.631 0.040 0.419
C 1.145 -2.842 -4.293 -0.578
C 0.949 0.062 2.163 -0.962
C 1.360 0.016 0.664 -0.482
C -1.096 0.452 4.453 -0.805
C -0.867 -3.105 -2.910 -0.755
C 0.583 0.411 -2.392 -0.157
C 1.265 -1.510 -3.853 -0.206
C -0.677 -1.777 -2.453 -0.052
C 0.073 -3.634 -3.844 -0.266
C -0.186 1.149 2.343 2.128
C -1.306 1.645 -1.181 -0.349
C 0.314 2.513 2.924 0.382
C -0.591 1.250 0.923 -1.064
C 0.375 -0.967 -2.911 0.221
C -1.590 1.882 0.217 -1.019
C -0.169 0.877 -1.253 -0.023
H 1.475 -1.044 0.378 0.353
H -1.677 1.206 5.042 0.245
H -1.429 -1.389 -1.767 0.358
H -0.021 -4.663 -4.184 0.371
H -0.122 4.320 3.402 0.391
H -1.762 -3.671 -2.584 0.356
H -0.038 0.492 4.704 0.375
H 2.290 0.617 0.478 0.327
H 1.883 -3.204 -5.025 0.350
H -1.900 2.017 -1.990 0.499
H 2.113 -0.900 -4.247 0.371
H -1.503 -0.500 4.729 0.313
H 1.834 0.215 2.829 0.435
H 0.521 -0.895 2.453 0.335
H -2.432 2.433 0.574 0.541
```

Total charge   0
SMILES string   CO[C@@]1(C(=O)O)CCn2c(C(=O)c3ccccc3)ccc21
E_HOMO   -8.41 eV
Relative energy (zero: lowest compared OMol25 entry of this formula, charge and spin)   187.17 kJ/mol

> What is the formula in the first record?

C16H15NO3S6V